Entry from OMol25: a cluster of 13 separate species, C6H34N2O12 in total (ωB97M-V/def2-TZVPD).

Element x y z (Å)
C1 2.33768 1.07683 -3.07963
C2 1.29359 0.75480 -1.98953
C3 1.95001 0.49094 -0.61874
C4 1.03435 0.34780 0.54321
C5 0.71552 -0.71614 1.40960
N1 -0.16453 -0.28645 2.31128
C6 -0.21293 1.11893 2.16996
N2 0.41508 1.49016 1.05383
H1 2.90021 0.15559 -3.34498
H2 1.86604 1.55807 -3.89614
H3 3.11189 1.70149 -2.66569
H4 0.67098 -0.08436 -2.28886
H5 0.61226 1.63400 -1.91869
H6 2.65639 1.31226 -0.51922
H7 2.44483 -0.48746 -0.79117
H8 0.87348 -1.77591 1.34365
H9 -0.62203 -0.73262 3.10962
H10 -0.75425 1.86045 2.76295
H11 2.61348 3.55889 0.51454
H12 1.19678 3.11512 0.22629
O1 1.84663 3.78615 -0.02514
H13 -2.37085 1.11594 -1.82980
H14 -2.48093 0.93852 -3.42963
O2 -2.04836 1.36081 -2.68806
H15 -1.29377 -3.15801 -0.21790
H16 -1.84836 -4.60937 -0.07072
O3 -1.20940 -4.06015 -0.52935
H17 -2.63640 -1.73394 1.78389
H18 -3.46017 -2.60752 2.48034
O4 -2.87572 -2.65828 1.70972
H19 -1.22602 4.04876 1.91366
H20 -1.05757 3.14760 0.69738
O5 -1.67500 3.34372 1.42606
H21 -3.31370 -0.20882 -0.83815
H22 -2.36010 -0.79577 0.01051
O6 -2.62535 -0.89603 -0.92412
H23 0.35230 -3.60726 -2.90633
H24 -0.28660 -2.13399 -2.92831
O7 0.48152 -2.67286 -2.73473
H25 2.69491 -4.02219 -0.12803
H26 2.03237 -3.22447 -1.10460
O8 2.63991 -3.07866 -0.34137
H27 -3.50401 2.28731 -1.41746
H28 -3.35879 2.45126 0.11783
O9 -3.59905 1.81817 -0.56687
H29 -2.91618 0.92086 1.42594
H30 -4.25679 0.29428 1.05705
O10 -3.47527 0.16763 1.63912
H31 2.62005 1.66425 2.86834
H32 3.27139 0.31862 3.43155
O11 2.70961 1.10455 3.64208
H33 4.07589 -1.46308 1.15380
H34 2.92048 -2.36136 1.27599
O12 3.29447 -1.56905 1.71501

Relative energy (zero: lowest compared OMol25 entry of this formula, charge and spin), kcal per mole: 17.2
Net charge: +1
LUMO energy (spin up / spin down), eV: -3.25 / -7.33
E, a.u.: -1261.0887
Molar mass, g mol⁻¹: 326.3
Highest occupied orbital energy (spin up / spin down), eV: -13.80 / -13.80
Multiplicity: 2
Gap between HOMO and LUMO (spin up / spin down), eV: 10.553 / 6.471
Maximum force, hartree/bohr: 0.0620